[1]
# C24H70N2O10

A cluster of 10 separate species, C24H70N2O10 in total at a distorted geometry (the ωB97M-V functional and the def2-TZVPD basis, the OMol25 dataset).

Geometry (Å):
O 3.18905 0.85580 -1.16585
O -2.18980 3.68321 -1.92227
O 0.60980 -0.14163 -1.54133
O -2.74634 4.70529 3.33683
O 3.66479 -3.70019 2.53859
O -0.47373 0.49831 4.54806
O -0.36342 -0.76630 -4.22927
O 0.53296 4.37231 -2.99168
O -4.51950 -1.63963 2.34769
O 0.84995 -4.53479 -1.04552
N 3.19309 -2.83648 -1.01777
N -1.36036 -2.21836 3.86970
C 3.20935 -2.51473 0.41581
C 3.88843 1.20064 -2.32925
C 0.41917 -0.59226 4.34764
C -0.73045 0.66140 0.42995
C -3.78027 2.89119 2.38838
C -4.45838 -1.60402 0.92633
C -3.08719 4.73056 -2.21586
C -1.29481 -4.58071 -1.87843
C 2.86760 4.39046 -2.50417
C 0.00483 -3.83066 -1.89905
C -3.95544 3.91924 3.39700
C 3.52191 -3.85419 1.14115
C -2.45978 5.35657 -3.50779
C -0.85929 1.39086 -5.18727
C -0.65030 0.40552 -1.10837
C 1.93621 -1.78110 0.87319
C 0.04546 1.75915 4.24144
C 4.25232 -0.00138 -3.18186
C -3.58341 -2.75988 0.38439
C 0.50867 -3.01751 5.32064
C 3.74166 -4.97437 3.13477
C 1.46673 3.88941 -2.08391
C 0.03995 0.16064 -5.22336
C -0.37808 -1.85137 4.92110
H -3.99243 -0.63131 0.76870
H 1.25920 4.29902 -1.09535
H -4.80684 2.53072 2.32261
H 1.21416 -3.38619 4.57602
H 4.48426 -4.22005 0.78320
H -4.00464 3.49052 4.39794
H 3.20864 1.61400 -0.57733
H 0.13629 1.16235 0.86112
H 1.07642 1.96546 4.52895
H 4.01123 -1.80319 0.61279
H 1.29258 -0.43707 4.98101
H -5.38787 -1.54802 0.35974
H 4.09929 -4.95204 4.16419
H 1.73166 -4.15659 -1.07959
H 4.14486 -3.11614 -1.20758
H 3.14396 1.73537 -2.91910
H -4.80902 4.57962 3.24401
H 1.40884 2.80423 -1.99951
H -2.60549 -2.68665 0.86021
H -0.15323 -0.46077 -3.34380
H 2.88467 5.47935 -2.55015
H -3.54457 -2.84639 -0.70147
H -1.62462 1.15525 0.81032
H -2.79485 5.43941 3.95352
H 0.10894 1.83473 3.15592
H -0.61813 2.01701 -6.04626
H -0.09054 -3.89580 5.56076
H -1.80090 0.92642 -5.48015
H -0.14568 -2.76926 -1.70191
H -2.04241 -1.49205 3.70423
H 4.81386 -0.73136 -2.59885
H -0.73202 -0.36622 0.79340
H 0.47470 -3.82665 -2.88257
H 2.15457 -0.71856 0.76629
H 2.76233 -4.63375 1.08272
H -0.32901 4.13510 -2.64191
H 4.85983 0.33442 -4.02226
H 2.76249 -5.40881 3.33623
H -3.16416 5.43715 -1.38948
H -3.42231 3.31304 1.44923
H 4.26923 -5.75999 2.59387
H 3.61659 3.98530 -1.82376
H -0.97546 -1.57302 5.78930
H -3.81636 -3.80587 0.58374
H -1.78395 -3.07069 4.20763
H -1.17867 -5.65717 -2.00435
H -2.00742 -4.12987 -2.56910
H 0.88799 -0.69680 3.36918
H 1.38613 0.39776 -1.37409
H -5.07017 -2.41918 2.45096
H -0.92605 1.93816 -4.24700
H 1.05271 0.46785 -4.96255
H -4.08466 4.31517 -2.35942
H -1.53594 -0.15138 -1.41431
H 4.76551 1.81396 -2.12267
H -1.74166 3.85791 -1.09145
H -0.64877 2.51835 4.60169
H -1.47043 5.80497 -3.41714
H 0.01255 -0.20832 -6.24866
H 3.08930 -1.96149 -1.51145
H 3.13818 4.01394 -3.49064
H -1.80494 -4.50526 -0.91814
H 3.41053 -0.56012 -3.59087
H 1.70038 -2.02344 1.90942
H 1.06244 -1.92198 0.23697
H -2.45193 4.66972 -4.35413
H -3.11188 2.09589 2.71831
H 1.17545 -2.76498 6.14510
H -0.86265 1.31256 -1.67432
H -3.11113 6.18103 -3.79781

Its HOMO-LUMO gap (spin up / spin down) is 0.3106 / 0.1088 Ha. The total charge is +1. As for the calculated total energy: -1817.804544 a.u. As for the multiplicity: 2.

Here are the Löwdin charges for atoms 1 to 8, given in e: number 1, O, carries -0.094; number 2, O, carries -0.120; number 3, O, carries -0.105; number 4, O, carries -0.098; number 5, O, carries -0.189; number 6, O, carries -0.182; number 7, O, carries -0.089; number 8, O, carries -0.068

[2]
# CH6N3O

The ion CH6N3O with charge +1 at a distorted geometry (the ωB97M-V functional and the def2-TZVPD basis, the OMol25 dataset).

Geometry (Å):
O 2.24987 0.40860 0.52395
N 1.06206 0.15874 0.89919
N 0.19013 -0.06555 0.01369
N 0.50468 -0.13759 -1.32444
C -1.36180 -0.26437 0.31739
H 1.38136 0.30943 -1.45445
H -1.58926 0.33390 1.13378
H -1.52757 -1.28561 0.51398
H -1.78151 0.18438 -0.53550
H 0.98955 0.08206 1.95351
H -0.11751 0.27599 -2.04110

Its HOMO-LUMO gap (spin up / spin down) is 0.3539 / 0.3539 Ha. The total charge is +1. As for the calculated total energy: -280.783478 a.u. The SMILES is CN(N)[NH+]=O.

Here are the Löwdin charges for atoms 1 to 8, given in e: number 1, O, carries 0.044; number 2, N, carries -0.019; number 3, N, carries -0.129; number 4, N, carries 0.190; number 5, C, carries 0.149; number 6, H, carries 0.096; number 7, H, carries 0.077; number 8, H, carries 0.096

[3]
# C54H55AsBN7Ni

A structure of composition C54H55AsBN7Ni at a distorted geometry (the ωB97M-V functional and the def2-TZVPD basis, the OMol25 dataset).

Geometry (Å):
As 1.26099 -1.43706 -0.12794
Ni -0.38201 1.42664 0.26826
N -0.35901 3.45544 0.00826
N -2.03691 1.62814 -1.04424
N 0.93559 1.91854 -2.17754
N -0.25381 -0.53816 0.40246
N -1.60301 1.97254 -2.26434
N -0.33621 3.84274 -1.26634
N 1.39469 1.73034 -0.93384
C -2.00091 -0.42446 2.02716
C 1.79459 -5.30616 4.82636
C 3.47289 1.11004 0.17046
C 5.10449 1.03604 2.42216
C 0.90569 -2.36526 -1.86924
C 3.22299 1.95134 1.25556
C -3.28081 1.16644 -1.16144
C 1.27149 -4.21386 1.22646
C 1.33199 -2.81846 1.31826
C 0.75059 -3.78986 -4.28754
C 0.63389 -4.60436 -5.53844
C -2.37271 1.94104 -4.63864
C -0.34011 -3.10046 -3.79004
C -2.55031 1.70084 -3.18224
C 2.04059 -2.99476 -2.40404
C -0.35931 5.55074 3.05626
C 4.03179 1.91074 2.37376
C -3.64231 1.17404 -2.51674
C 2.62879 1.23254 -1.01314
C 4.55229 0.22974 0.22906
C 1.86049 1.51324 -3.06974
C -5.78511 0.77014 2.23596
C 3.37429 -2.93416 -1.71794
C -0.32771 4.53684 0.78566
C -0.29531 5.18824 -1.33104
C -5.88251 -0.16086 1.21476
C -0.30471 4.42344 2.23696
C 5.36499 0.20284 1.34746
C 1.03669 -4.95726 -0.05634
C -3.19561 -2.39906 2.67606
C 1.64529 -4.43686 3.61526
C -5.06231 -0.07416 0.10336
C -2.46861 -3.13626 1.75456
C 2.96059 1.05864 -2.36604
C -0.20971 3.16414 2.83336
C -0.32371 5.42054 4.43186
C 1.94399 -3.70546 -3.58834
C -4.01591 1.87064 1.05466
C -1.49221 -2.53876 0.99506
C -1.54121 -1.68796 -2.17084
C -0.28221 -2.37666 -2.60334
C 1.71429 -3.05966 3.69806
C -4.83791 1.77894 2.16036
C -0.29281 5.67584 -0.03824
C -1.20751 -1.16586 1.12636
C 1.67049 1.52944 -4.54324
C 1.58339 -0.77136 2.82726
C 1.41569 -4.99156 2.36786
C -0.23861 4.16404 5.00846
C -0.25951 5.94104 -2.61234
C -0.18181 3.03364 4.20666
C 1.56189 -2.25116 2.58126
C -4.11901 0.94474 0.01416
C -2.96351 -1.03466 2.79346
B -0.31291 2.79974 -2.40564
H -4.57621 0.86644 -2.94094
H 1.88909 -2.59156 4.65646
H 3.78749 -1.92996 -1.82114
H -3.94721 -2.88516 3.27746
H 0.87729 -5.86816 5.00286
H 3.83269 2.57014 3.20506
H -3.24081 1.58284 -5.18444
H -2.66691 -4.19176 1.62686
H 2.81709 -4.21486 -3.96944
H 2.01649 -4.70536 5.70566
H -1.48411 1.42834 -5.00044
H -2.05761 -1.26916 -3.03374
H -0.36141 6.30254 5.05676
H -0.08441 -5.41056 -5.39224
H -4.76051 2.50664 2.95586
H -2.25521 3.00134 -4.85204
H 0.28559 -3.99186 -6.36844
H 2.16189 -0.54096 3.71996
H -6.44131 0.70134 3.09266
H 3.88919 0.71554 -2.77964
H -0.26411 6.70524 0.26246
H -2.21911 -2.39696 -1.69054
H 1.99889 -0.21606 1.98456
H 1.34899 -6.06776 2.27516
H 0.62199 5.66634 -3.19004
H -0.42901 6.53204 2.61176
H -0.13961 2.27474 2.18586
H 5.74619 1.01574 3.28846
H 4.06829 -3.64196 -2.16734
H -0.23431 7.00904 -2.41404
H 1.59199 -5.03956 -5.80834
H -1.27831 -3.13236 -4.32654
H -0.26241 3.33044 -3.45774
H -5.14531 -0.80256 -0.69164
H -6.62161 -0.94806 1.27526
H 0.53119 -5.89996 0.14286
H 6.20399 -0.47676 1.38286
H -1.14141 5.71314 -3.20874
H 1.98429 -5.19026 -0.54004
H 0.55849 -0.43506 2.99676
H 3.29229 -3.15506 -0.65184
H -0.11101 2.05464 4.66016
H 0.43769 -4.38096 -0.75404
H 2.39029 2.63744 1.19696
H -3.29281 2.67294 0.98126
H -0.95971 -3.12396 0.26266
H 2.59759 -6.02816 4.68416
H 4.76099 -0.42716 -0.60424
H 1.00449 0.71844 -4.83864
H -3.56361 -0.44696 3.47026
H 2.62929 1.38144 -5.03434
H 1.23819 2.46944 -4.87854
H -1.33131 -0.88266 -1.47154
H -1.82861 0.65114 2.09166
H -0.21201 4.06534 6.08296

Its HOMO-LUMO gap (spin up / spin down) is 0.2235 / 0.2210 Ha. As for the calculated total energy: -6243.075815 a.u.

Here are the Löwdin charges for atoms 1 to 8, given in e: number 1, As, carries 1.394; number 2, Ni, carries 0.556; number 3, N, carries 0.045; number 4, N, carries 0.082; number 5, N, carries 0.049; number 6, N, carries -0.279; number 7, N, carries 0.048; number 8, N, carries 0.047

[4]
# C3H9NO

A cluster of 2 separate species, C3H9NO in total at a distorted geometry (the ωB97M-V functional and the def2-TZVPD basis, the OMol25 dataset).

Geometry (Å):
O -3.76934 -1.07602 -0.11070
N 0.40112 0.56155 0.31994
C 0.07333 -0.71842 0.96371
C 1.64129 0.44033 -0.27379
C 2.31929 1.27819 -1.06783
H 0.29365 1.33203 0.97420
H -1.02726 -0.91483 1.09561
H 2.23284 -0.52986 0.06302
H 0.29290 -1.50774 0.19697
H 0.45137 -0.81632 1.95483
H -4.50057 -0.81185 -0.94964
H 3.18834 0.76632 -1.57619
H 2.07445 2.17794 -1.60900
H -3.67143 -0.18132 0.01887

Its HOMO-LUMO gap is 0.3319 Ha. As for the calculated total energy: -249.597862 a.u. The SMILES is C=CNC.O.

Here are the Löwdin charges for atoms 1 to 8, given in e: number 1, O, carries -0.117; number 2, N, carries -0.107; number 3, C, carries -0.136; number 4, C, carries -0.308; number 5, C, carries -0.029; number 6, H, carries 0.121; number 7, H, carries 0.074; number 8, H, carries 0.138

[5]
# C5H11NO

A cluster of 2 separate species, C5H11NO in total at a distorted geometry (the ωB97M-V functional and the def2-TZVPD basis, the OMol25 dataset).

Geometry (Å):
O 1.98642 1.13888 2.72010
N 1.80545 -0.85873 0.67107
C -1.04296 0.79993 -1.35427
C -0.22693 -0.24988 -0.62773
C -2.52745 0.59793 -1.05428
C 1.04853 -0.09465 -0.29134
C 1.39837 -2.06390 0.78252
H -3.09955 1.36534 -1.56284
H 2.13514 -2.78850 1.12223
H 1.56666 0.51038 2.12278
H -2.78877 -0.44063 -1.24166
H -0.83318 -1.14584 -0.55513
H 0.35706 -2.22877 1.07937
H -0.86738 0.78885 -2.43809
H 2.88037 1.33412 2.42180
H 1.60787 0.75291 -0.66858
H -0.68999 1.81030 -1.13659
H -2.70966 0.77227 0.01064

Its HOMO-LUMO gap is 0.3181 Ha. As for the calculated total energy: -326.999059 a.u. The SMILES is C=N/C=C/CC.O.

Here are the Löwdin charges for atoms 1 to 8, given in e: number 1, O, carries -0.070; number 2, N, carries -0.051; number 3, C, carries -0.270; number 4, C, carries -0.113; number 5, C, carries -0.114; number 6, C, carries -0.161; number 7, C, carries -0.031; number 8, H, carries 0.069

[6]
# C4H6O

An isolated molecule of C4H6O at a distorted geometry (the ωB97M-V functional and the def2-TZVPD basis, the OMol25 dataset).

Geometry (Å):
O 1.55863 -0.15926 0.10755
C -0.59550 -1.17702 -1.46429
C 0.30340 0.28369 0.37644
C 0.02700 1.16898 1.33628
C -0.71661 -0.32920 -0.44118
H -0.94624 1.62593 1.40097
H -1.33695 -1.77725 -1.97200
H -1.72772 0.02815 -0.24531
H 0.74858 1.51166 2.06870
H 2.27406 0.32618 0.55150
H 0.41135 -1.50186 -1.71866

Its HOMO-LUMO gap is 0.3486 Ha. As for the calculated total energy: -231.198722 a.u. The SMILES is C=CC(=C)O.

Here are the Löwdin charges for atoms 1 to 8, given in e: number 1, O, carries 0.035; number 2, C, carries 0.035; number 3, C, carries -0.445; number 4, C, carries 0.058; number 5, C, carries -0.141; number 6, H, carries 0.057; number 7, H, carries 0.057; number 8, H, carries 0.106

[7]
# CHBr2O2P

A cluster of 3 separate species, CHBr2O2P in total at a distorted geometry (the ωB97M-V functional and the def2-TZVPD basis, the OMol25 dataset).

Geometry (Å):
Br 1.16277 2.19460 2.04336
Br -0.10889 -1.73051 -2.90875
P 0.81115 -2.50202 -1.11032
O -1.57638 1.29438 0.04390
O -1.16970 -0.92491 -0.26196
C -1.29316 0.21652 -0.18159
H 2.17421 1.45193 2.37536

Its HOMO-LUMO gap (spin up / spin down) is 0.2545 / 0.2544 Ha. As for the calculated total energy: -5678.519795 a.u.

Table of Löwdin atomic charges, one value per atom, all in e: number 1, Br, carries 0.452; number 2, Br, carries 0.067; number 3, P, carries 0.170; number 4, O, carries 0.205; number 5, O, carries -0.021; number 6, C, carries -0.476; number 7, H, carries -0.398

[8]
# C40H34BrIN5O3PPd

A structure of composition C40H34BrIN5O3PPd at a distorted geometry (the ωB97M-V functional and the def2-TZVPD basis, the OMol25 dataset).

Geometry (Å):
I 0.99853 -0.53021 -2.64526
Pd -0.01547 0.46389 -0.18106
Br 4.40653 0.43029 5.91204
P -1.65217 -1.14051 -0.41006
O 2.06063 0.78549 0.40494
O 0.39283 0.49059 2.47424
O -1.48907 1.83019 -1.64296
N -1.02107 3.72999 2.45944
N -2.34997 4.36069 0.59624
N 6.20873 0.66999 0.62054
N -0.96567 2.61639 0.42164
N 4.43533 0.66589 -0.64646
C -4.53027 1.16459 1.19444
C -4.45347 -0.75551 -0.81716
C -1.89377 -2.40561 -1.70296
C 4.51503 0.55589 3.06614
C -0.46707 0.15129 3.55254
C -1.62227 2.66639 -0.76186
C 7.93163 0.73209 -1.24606
C -2.55217 3.86399 -0.74766
C -1.66077 -3.28801 3.10194
C -3.30227 -0.45841 -0.09716
C -2.65157 -3.47071 -1.25566
C 0.12163 -2.56311 1.10574
C -1.60487 -2.26081 -3.08896
C 2.28623 0.43829 3.99464
C 5.51143 0.68639 -1.50016
C 4.85983 0.65539 0.62494
C -0.69457 -1.36531 -3.70036
C -3.07807 -4.19671 -3.48236
C 0.54733 -3.35511 2.15434
C -0.34517 -3.72141 3.15164
C -2.31507 -3.12331 -3.98896
C -5.63687 -0.09801 -0.52146
C -3.10587 5.46479 1.13044
C 6.66173 0.69559 -0.68526
C -3.19557 -4.40591 -2.13716
C 2.57083 0.64929 1.56924
C 3.98983 0.61209 1.76824
C 5.59593 0.69519 -2.88636
C -1.42877 3.60149 1.19844
C 8.00623 0.75269 -2.62596
C -1.50897 -1.89351 -5.90416
C 3.67633 0.48009 4.15454
C 6.86413 0.72859 -3.43086
C -1.20987 -2.14501 1.04204
C 1.73833 0.52619 2.73744
C -5.68077 0.85729 0.48094
C -3.34687 0.51819 0.89924
C -2.24817 -2.91691 -5.38366
C -0.68227 -1.14571 -5.05416
C -2.09927 -2.49951 2.05154
H -2.84797 -3.57741 -0.19786
H -0.00717 -0.42821 -5.49406
H 4.71003 0.66969 -3.50026
H 8.97443 0.78419 -3.09936
H 1.67073 0.34419 4.87454
H 3.44063 0.66789 -0.86846
H 5.58033 0.57399 3.22434
H -2.35257 -3.57391 3.87854
H -4.56207 1.90329 1.98234
H -6.53127 -0.33021 -1.07986
H -3.07177 6.30579 0.43724
H -0.20127 -0.82461 3.97044
H 6.98113 0.73339 -4.50376
H -2.43077 0.76999 1.42554
H -3.58497 3.56019 -0.93356
H -1.47437 0.09239 3.14234
H -0.01417 -4.34941 3.96384
H -0.22207 3.18259 2.73464
H -0.44527 0.91109 4.33964
H -2.78877 -3.59381 -6.02806
H -6.60607 1.36629 0.70544
H 8.82293 0.74259 -0.64076
H 0.81133 -2.28421 0.31084
H -4.15047 5.17889 1.28094
H -4.43557 -1.49971 -1.59936
H -1.49577 -1.70531 -6.96686
H -3.56407 -4.85591 -4.18626
H -3.74617 -5.24841 -1.74986
H -2.26857 4.60179 -1.50446
H -2.69127 5.79189 2.08124
H -1.30897 4.49999 3.03824
H -3.12957 -2.17191 2.00794
H 1.56993 -3.69621 2.19154
H 6.79843 0.65899 1.43984

Its HOMO-LUMO gap (spin up / spin down) is 0.1929 / 0.1971 Ha. The total charge is +2. As for the calculated total energy: -5384.705642 a.u.

Here are the Löwdin charges for atoms 1 to 8, given in e: number 1, I, carries 1.127; number 2, Pd, carries 0.606; number 3, Br, carries 0.772; number 4, P, carries 1.035; number 5, O, carries -0.211; number 6, O, carries -0.158; number 7, O, carries -0.029; number 8, N, carries 0.236